Record 1
Here is 2 unconnected molecules or ions with the total composition C2H8NO2PS at a distorted geometry from OMol25. Energies are from ωB97M-V/def2-TZVPD.

The geometry in XYZ format:
```
15
C2H8NO2PS | OMol25 | ωB97M-V/def2-TZVPD
C -1.867 -1.864 -0.365
C 1.103 2.309 0.003
N -1.439 -0.437 -0.194
O 0.515 -0.769 1.312
O 0.049 1.366 0.027
P 0.229 -0.235 -0.228
S 3.504 -0.362 -0.217
H -2.331 -1.901 -1.291
H -1.006 -2.557 -0.175
H -2.523 -2.314 0.383
H 0.962 2.792 0.966
H 1.182 3.035 -0.985
H 2.210 1.919 0.090
H -1.966 0.271 -0.762
H 1.377 -1.253 1.437
```

Results
ΔE to the lowest compared entry with this formula, charge and spin in kcal/mol: 137.18
Kohn-Sham gap (alpha / beta) in eV: 6.1 / 6.3

Record 2
Here is a molecular structure, C2H8NO3 at a distorted geometry from OMol25. Energies are from ωB97M-V/def2-TZVPD.

The geometry in XYZ format:
```
14
C2H8NO3 | OMol25 | ωB97M-V/def2-TZVPD
C -0.743 0.604 0.136
C 1.033 0.537 -0.670
N -0.809 -0.678 0.895
O -1.561 0.626 -0.892
O 0.713 0.084 -1.919
O 1.733 -0.321 0.132
H -0.943 1.463 0.711
H 1.304 1.525 -0.706
H -1.292 -1.464 0.512
H 0.362 -0.937 0.891
H -1.244 -0.527 1.771
H -1.188 0.230 -1.644
H 0.713 0.834 -2.548
H 2.623 0.026 0.314
```

Results
ΔE to the lowest compared entry with this formula, charge and spin in kcal/mol: 64.56
Kohn-Sham gap in eV: 11.1
Charge: +1

Record 3
Here is 3 unconnected molecules or ions with the total composition C2H8NO4 at a distorted geometry from OMol25. Energies are from ωB97M-V/def2-TZVPD.

The geometry in XYZ format:
```
15
C2H8NO4 | OMol25 | ωB97M-V/def2-TZVPD
O 0.943 2.539 -1.995
C 0.281 1.644 -1.553
N -0.046 1.450 -0.249
C -0.738 0.255 0.195
O 0.006 -0.775 -0.094
H -0.112 0.780 -2.189
H 0.566 1.936 0.264
H -1.806 0.258 -0.176
H -0.919 0.402 1.312
H -0.604 -3.451 1.001
H -1.117 -2.152 0.361
O -1.334 -3.123 0.412
H 0.330 -0.910 1.582
H 1.813 -0.522 2.085
O 1.000 -0.877 2.382
```

Results
ΔE to the lowest compared entry with this formula, charge and spin in kcal/mol: 43.78
Kohn-Sham gap in eV: 8.4
Charge: -1

Record 4
Here is 3 unconnected molecules or ions with the total composition C2H8NOP at a distorted geometry from OMol25. Energies are from ωB97M-V/def2-TZVPD.

The geometry in XYZ format:
```
13
C2H8NOP | OMol25 | ωB97M-V/def2-TZVPD
H -2.011 3.013 3.199
H -1.322 3.201 3.019
C -0.219 0.803 -1.026
N 0.116 -0.371 -0.613
C -0.903 -1.299 -0.063
H -1.237 1.152 -0.819
H 0.590 1.423 -1.426
H -0.897 -2.401 -0.154
H -0.900 -1.026 1.059
H -1.907 -0.852 -0.298
O 3.891 -1.731 -0.381
P 2.823 -0.792 -0.674
H 1.977 -1.120 -1.822
```

Results
ΔE to the lowest compared entry with this formula, charge and spin in kcal/mol: 101.05
Kohn-Sham gap in eV: 8.7

Record 5
Here is a gas-phase ion, C2H8NOS (charge +1) at a distorted geometry from OMol25. Energies are from ωB97M-V/def2-TZVPD.

The geometry in XYZ format:
```
13
C2H8NOS | OMol25 | ωB97M-V/def2-TZVPD
C 0.020 -0.467 1.578
S -0.537 -0.136 -0.199
C 0.800 -0.700 -1.299
N -0.370 1.817 -0.321
O -1.841 -0.585 -0.478
H -0.646 -0.129 2.241
H 0.969 -0.119 1.798
H 0.072 -1.526 1.660
H 1.033 -1.788 -1.081
H 1.662 -0.067 -1.261
H 0.313 -0.899 -2.237
H -0.544 2.330 0.572
H -0.931 2.268 -0.975
```

Results
ΔE to the lowest compared entry with this formula, charge and spin in kcal/mol: 84.10
Kohn-Sham gap in eV: 10.9
Charge: +1

Record 6
Here is 2 unconnected molecules or ions with the total composition C2H8NOS2 at a distorted geometry from OMol25. Energies are from ωB97M-V/def2-TZVPD.

The geometry in XYZ format:
```
14
C2H8NOS2 | OMol25 | ωB97M-V/def2-TZVPD
C 1.240 -0.356 1.085
N 0.377 0.828 1.046
C 0.388 1.479 -0.249
O 0.198 0.697 -1.408
H 0.735 -1.237 0.698
H 1.482 -0.549 2.136
H 2.142 -0.196 0.494
H -0.586 0.569 1.230
H 1.379 1.936 -0.379
H -0.359 2.278 -0.176
S -2.577 -0.480 -0.507
S -1.782 -2.414 -0.640
H -0.672 0.180 -1.404
H -1.964 -2.734 -1.926
```

Results
ΔE to the lowest compared entry with this formula, charge and spin in kcal/mol: 2.95
Kohn-Sham gap in eV: 6.5
Charge: -1

Record 7
Here is 2 unconnected molecules or ions with the total composition C2H8NS at a distorted geometry from OMol25. Energies are from ωB97M-V/def2-TZVPD.

The geometry in XYZ format:
```
12
C2H8NS | OMol25 | ωB97M-V/def2-TZVPD
N -2.079 0.340 -1.893
H -2.634 1.020 -1.368
H -1.640 -0.219 -1.169
H -1.379 1.059 -2.081
C 1.755 -0.456 0.847
C 0.211 -0.191 0.689
S -0.273 1.491 0.265
H 2.033 -1.440 0.469
H 1.921 -0.463 1.932
H 2.365 0.403 0.569
H -0.148 -0.511 1.677
H -0.131 -1.035 0.064
```

Results
ΔE to the lowest compared entry with this formula, charge and spin in kcal/mol: 16.80
Kohn-Sham gap in eV: 6.7
Charge: -1

Record 8
Here is 2 unconnected molecules or ions with the total composition C2H8NS at a distorted geometry from OMol25. Energies are from ωB97M-V/def2-TZVPD.

The geometry in XYZ format:
```
12
C2H8NS | OMol25 | ωB97M-V/def2-TZVPD
S -0.979 0.139 -3.128
H -0.648 -0.390 -4.308
C 1.338 0.408 0.960
N 0.021 -0.072 1.393
C -0.879 -0.470 0.314
H 1.820 -0.371 0.369
H 1.256 1.258 0.272
H 1.860 0.524 1.897
H -0.360 0.528 2.105
H -1.291 0.440 -0.139
H -1.726 -0.987 0.766
H -0.411 -1.006 -0.501
```

Results
ΔE to the lowest compared entry with this formula, charge and spin in kcal/mol: 18.70
Kohn-Sham gap in eV: 6.4
Charge: -1

| no. | M (g mol⁻¹) |
| --- | --- |
| 1 | 141.132 |
| 2 | 94.090 |
| 3 | 110.089 |
| 4 | 93.066 |
| 5 | 94.159 |
| 6 | 126.226 |
| 7 | 78.160 |
| 8 | 78.160 |